No. 1
Molecular formula: C3H8O2P
Method: DFT, ωB97M-V with the def2-TZVPD basis set

Cartesian coordinates (Å):
C 0.34404 -1.32675 1.43966
C 0.05688 0.04867 1.08698
C 0.68378 0.39917 -0.36029
P -0.56523 0.08512 -1.85977
O -1.82263 0.06492 -1.12394
O -0.50289 1.68160 -2.69213
H -0.26961 -1.53769 2.31339
H 1.47978 -1.44668 1.69742
H 0.01737 -1.93623 0.58029
H 0.37817 0.76732 1.84880
H -1.08282 0.17196 1.01467
H 1.58656 -0.25535 -0.53155
H 1.07236 1.33634 -0.45969
H -1.37577 1.94760 -2.95385

Cartesian forces (eV/Å) of the 3 atoms listed first:
1.65 -1.45 0.76
-1.20 3.04 -2.59
-0.68 -3.11 0.69

Summary:
Energy (eV): -16625.642
M (g mol⁻¹): 107.07
SMILES: CCCP([O-])O
Total charge: -1
Strongest force on any atom (eV Å⁻¹): 4.17
Energy relative to the best compared isomer or geometry (same formula, charge and spin) (eV): 2.0218
E_HOMO (eV): -2.356

Löwdin atomic charge list, values in e, 5 entries: -0.20, -0.38, -0.33, 0.51, -0.58

=====

No. 2
Molecular formula: C3H8O2P
Method: DFT, ωB97M-V with the def2-TZVPD basis set

Cartesian coordinates (Å):
C -1.09738 -1.08307 1.40569
C 1.56514 0.03807 -0.62282
C 0.28384 -0.54027 -1.13870
O 0.17497 2.20122 0.99847
O -2.36118 0.30141 -0.55505
P -1.07389 -0.14947 0.02519
H -2.23274 -1.11264 1.74706
H -0.32898 -1.21879 2.11774
H 2.15561 -0.62258 0.02071
H 2.19665 0.37464 -1.48706
H 1.23584 0.89724 0.04727
H 0.13473 -1.57211 -1.48668
H 0.11324 -0.03478 -2.06722
H -0.76585 2.52113 0.99542

Cartesian forces (eV/Å) of the 3 atoms listed first:
-3.25 0.41 -0.66
1.20 0.60 0.68
-1.04 0.19 -0.42

Summary:
Energy (eV): -16623.444
M (g mol⁻¹): 107.07
Total charge: -1
Strongest force on any atom (eV Å⁻¹): 3.34
Energy relative to the best compared isomer or geometry (same formula, charge and spin) (eV): 4.2192
E_HOMO (eV): -3.472

Löwdin atomic charge list, values in e, 5 entries: -0.27, -0.20, -0.38, -0.54, -0.42

=====

No. 3
Molecular formula: C3H8O2S
Method: DFT, ωB97M-V with the def2-TZVPD basis set

Cartesian coordinates (Å):
O -2.64157 -0.10330 -0.43149
C -1.43541 -0.81421 -0.31133
C -0.49534 0.00125 0.66736
O -0.55115 1.35297 0.20345
C 0.92275 -0.50928 0.78864
S 2.14762 -0.05796 -0.45444
H -2.57257 0.70554 0.06678
H -1.66729 -1.77456 0.09163
H -0.84416 -0.91531 -1.17104
H -0.91462 0.01002 1.61642
H -0.98920 1.26963 -0.67404
H 0.86468 -1.56724 0.96878
H 1.39558 -0.12381 1.71231
H 1.95534 1.25908 -0.38341

Cartesian forces (eV/Å) of the 3 atoms listed first:
-0.46 -0.43 -1.04
0.83 1.20 2.94
-0.16 -0.21 -2.52

Summary:
Energy (eV): -18169.931
M (g mol⁻¹): 108.16
SMILES: OC[C@H](O)CS
Total charge: 0
Strongest force on any atom (eV Å⁻¹): 3.28
Energy relative to the best compared isomer or geometry (same formula, charge and spin) (eV): 1.3137
E_HOMO (eV): -9.155

Löwdin atomic charge list, values in e, 5 entries: -0.04, -0.19, -0.41, -0.07, -0.53

=====

No. 4
Molecular formula: C3H8O2S
Method: DFT, ωB97M-V with the def2-TZVPD basis set

Cartesian coordinates (Å):
C 1.32928 -2.06159 0.01067
C 2.99732 1.98634 0.04085
C -3.55280 -0.13686 -0.07107
O 0.62246 0.34719 -0.49642
O 3.39106 1.59363 1.09338
S 0.76047 -0.62446 0.58645
H 1.57044 -2.15833 -1.03846
H 1.39909 -2.83669 0.72007
H 3.68180 2.01031 -0.81694
H 1.93113 2.34926 0.06166
H -2.84831 -0.01170 0.76526
H -2.97555 -0.36027 -0.95445
H -4.26982 -0.88397 0.29700
H -4.03657 0.78714 -0.19800

Cartesian forces (eV/Å) of the 3 atoms listed first:
-0.92 2.58 0.42
-1.31 0.78 0.43
0.74 -0.77 1.51

Summary:
Energy (eV): -18168.235
M (g mol⁻¹): 108.16
Total charge: 0
Strongest force on any atom (eV Å⁻¹): 2.77
Energy relative to the best compared isomer or geometry (same formula, charge and spin) (eV): 3.0102
E_HOMO (eV): -9.733

Löwdin atomic charge list, values in e, 5 entries: -0.27, -0.17, -0.04, -0.59, -0.03

=====

No. 5
Molecular formula: C3H8O2Si
Method: DFT, ωB97M-V with the def2-TZVPD basis set

Cartesian coordinates (Å):
O -0.83164 -0.02773 -2.80239
Si -0.81076 -1.37265 -2.20077
O -1.60995 -1.84230 -0.93822
H 0.17792 -2.39369 -2.57926
H -2.47991 -1.99503 -0.58693
C 0.96534 0.94552 -0.30081
C 0.21746 0.62673 0.73993
C 0.51777 0.93319 2.17018
H 0.66146 0.67490 -1.30196
H 1.82902 1.61242 -0.32673
H -0.65687 0.01028 0.54010
H -0.25045 1.38326 2.87177
H 0.77775 -0.17068 2.47829
H 1.49284 1.61579 2.23679

Cartesian forces (eV/Å) of the 3 atoms listed first:
-0.27 2.22 -1.43
0.97 -1.54 0.20
-0.43 -1.05 1.04

Summary:
Energy (eV): -15212.883
M (g mol⁻¹): 104.18
SMILES: O=[SiH]O.C=CC
Total charge: 0
Strongest force on any atom (eV Å⁻¹): 2.65
Energy relative to the best compared isomer or geometry (same formula, charge and spin) (eV): 2.3782
E_HOMO (eV): -9.406

Löwdin atomic charge list, values in e, 5 entries: -0.33, 0.40, -0.12, 0.00, 0.08

=====

No. 6
Molecular formula: C3H8O3S
Method: DFT, ωB97M-V with the def2-TZVPD basis set

Cartesian coordinates (Å):
O -3.03113 1.20158 1.15940
C -2.44377 1.52335 0.15468
O -2.71853 2.53399 -0.68578
C -1.15427 0.83804 -0.38452
C -0.42699 -0.08801 0.67714
S 1.25177 -0.48776 0.18786
H -1.95876 2.53272 -1.32980
H -1.38124 0.26279 -1.30269
H -0.51487 1.69433 -0.67328
H -0.40242 0.29328 1.71610
H -0.99922 -1.03564 0.67984
H 1.23153 -1.68987 0.80188
O 4.44182 -2.23911 -0.43997
H 4.61944 -3.20123 -0.33491
H 3.48667 -2.13840 -0.22598

Cartesian forces (eV/Å) of the 3 atoms listed first:
0.19 0.87 -1.41
1.33 -1.49 0.42
0.09 0.35 -0.43

Summary:
Energy (eV): -20218.123
M (g mol⁻¹): 124.16
SMILES: O=C(O)CCS.O
Total charge: 0
Strongest force on any atom (eV Å⁻¹): 2.04
Energy relative to the best compared isomer or geometry (same formula, charge and spin) (eV): 0.8282
E_HOMO (eV): -9.566

Löwdin atomic charge list, values in e, 5 entries: 0.12, -0.52, 0.09, -0.17, -0.57

=====

No. 7
Molecular formula: C3H8O3Tl
Method: DFT, ωB97M-V with the def2-TZVPD basis set

Cartesian coordinates (Å):
O 0.22737 -2.16205 0.72776
Tl -0.01348 -0.52653 2.23244
O -1.06257 -1.57737 0.54498
H -0.24500 -3.06128 0.74957
C 0.94772 1.96005 0.41247
O 0.10002 0.82321 0.44073
C 0.01670 0.14241 -0.79881
C -1.09566 -0.88208 -0.70234
H 1.07801 2.30113 1.44512
H 1.92616 1.70027 -0.01979
H 0.48404 2.76238 -0.17976
H 0.98363 -0.33348 -1.02345
H -0.22103 0.84547 -1.61204
H -1.04437 -1.59130 -1.53854
H -2.08154 -0.40082 -0.67834

Cartesian forces (eV/Å) of the 3 atoms listed first:
-1.19 -4.24 -1.77
0.62 1.74 5.26
-1.75 0.53 -1.54

Summary:
Energy (eV): -14066.152
M (g mol⁻¹): 296.48
Total charge: +1
Strongest force on any atom (eV Å⁻¹): 5.57
Energy relative to the best compared isomer or geometry (same formula, charge and spin) (eV): 0.0000
E_HOMO (eV): -14.069

Löwdin atomic charge list, values in e, 5 entries: -0.16, 1.13, -0.31, 0.19, -0.06

=====

No. 8
Molecular formula: C3H8O4
Method: DFT, ωB97M-V with the def2-TZVPD basis set

Cartesian coordinates (Å):
C 1.63241 0.59522 0.31108
C 0.74911 -0.37013 -0.55275
C -1.07085 0.04417 -0.09814
O 0.99352 -1.64629 -0.25838
O -1.79292 -1.10126 -0.12609
O -0.92317 0.45364 1.15617
O -1.70226 0.91343 -0.97626
H 0.87452 1.36667 0.67662
H 1.97466 -0.04089 1.27295
H 2.44312 0.95006 -0.23492
H 0.76530 -0.28296 -1.67819
H 1.09389 -1.70055 0.66728
H -2.01169 -1.25028 -1.02904
H -1.73379 0.28776 1.74085
H -1.29185 1.78140 -0.87119

Cartesian forces (eV/Å) of the 3 atoms listed first:
-3.08 -1.66 2.14
-2.74 3.05 -0.32
3.39 -1.71 -1.88

Summary:
Energy (eV): -11428.927
M (g mol⁻¹): 108.09
Total charge: 0
Strongest force on any atom (eV Å⁻¹): 4.23
Energy relative to the best compared isomer or geometry (same formula, charge and spin) (eV): 2.3427
E_HOMO (eV): -8.527

Löwdin atomic charge list, values in e, 5 entries: -0.03, -0.31, -0.67, 0.00, 0.08

=====

No. 9
Molecular formula: C3H8O4
Method: DFT, ωB97M-V with the def2-TZVPD basis set

Cartesian coordinates (Å):
O 1.57325 0.23326 0.69551
C 0.99984 -0.17547 -0.27100
O 1.21626 0.34410 -1.51383
C 0.08225 -1.37410 -0.34572
C -0.60571 -1.61282 -1.68378
O 0.14604 -2.15894 -2.74396
H 1.72430 1.13929 -1.47657
H 0.54791 -2.32616 -0.09025
H -0.66713 -1.17620 0.42494
H -1.40073 -2.34504 -1.51454
H -1.07956 -0.67781 -2.00864
H 1.10316 -1.97226 -2.67334
O -1.50301 3.99130 4.08613
H -0.55447 3.83799 4.10264
H -1.58241 4.27287 5.01241

Cartesian forces (eV/Å) of the 3 atoms listed first:
-0.33 0.15 0.33
1.13 -0.49 -0.88
-1.10 -1.04 -0.09

Summary:
Energy (eV): -11430.572
M (g mol⁻¹): 108.09
SMILES: O=C(O)CCO.O
Total charge: 0
Strongest force on any atom (eV Å⁻¹): 1.52
Energy relative to the best compared isomer or geometry (same formula, charge and spin) (eV): 0.6971
E_HOMO (eV): -10.427

Löwdin atomic charge list, values in e, 5 entries: 0.12, -0.50, 0.10, -0.08, -0.28

=====

No. 10
Molecular formula: C3H8OS
Method: DFT, ωB97M-V with the def2-TZVPD basis set

Cartesian coordinates (Å):
C -2.09625 0.03787 -0.19736
O -0.74502 0.19738 -0.20749
C 0.02077 -0.90114 0.20350
S 1.75730 -0.75877 -0.25180
C 2.15053 0.86085 0.00952
H -2.55689 0.68460 -0.87375
H -2.33383 -1.01442 -0.32168
H -2.54880 0.30106 0.81860
H -0.21859 -1.74643 -0.43262
H 0.01512 -1.15819 1.23385
H 2.64049 1.07699 -0.99243
H 1.17971 1.28278 0.10465
H 2.73545 1.13744 0.90701

Cartesian forces (eV/Å) of the 3 atoms listed first:
-1.33 -1.13 3.20
2.26 0.76 0.05
0.53 -0.01 -1.40

Summary:
Energy (eV): -16121.712
M (g mol⁻¹): 92.16
SMILES: COCSC
Total charge: 0
Strongest force on any atom (eV Å⁻¹): 3.65
Energy relative to the best compared isomer or geometry (same formula, charge and spin) (eV): 1.5254
E_HOMO (eV): -8.391

Löwdin atomic charge list, values in e, 5 entries: -0.13, -0.24, -0.52, 0.85, -0.49